# 1
Formula: C6H13N2O2
Source: the Open Molecules 2025 dataset
Level of theory: the ωB97M-V functional and the def2-TZVPD basis

Last column: Mulliken charge in e.
Cartesian coordinates (Å):
O 2.74 -0.16 -0.23  -0.47
O -1.03 -1.95 0.64  -0.50
N 0.66 -0.61 0.93  -0.21
N -1.22 0.55 -0.41  -0.18
C -0.18 1.57 -0.58  -0.31
C -0.11 -1.23 0.01  0.98
C 1.76 0.35 0.60  -0.41
C 0.43 -1.45 -1.32  -1.38
C 1.06 1.48 -0.14  -0.30
C -2.25 0.89 0.56  -0.90
H 2.27 0.82 1.41  0.59
H 0.22 -0.63 1.81  0.23
H 1.77 2.38 -0.33  0.33
H -2.75 1.70 0.22  0.46
H -1.21 -1.89 1.59  0.36
H -1.65 1.00 1.57  0.28
H 1.21 -0.88 -1.65  0.47
H -2.92 -0.05 0.80  0.23
H -0.29 -1.45 -2.07  0.43
H -1.77 0.34 -1.24  0.32
H -0.61 2.56 -1.06  0.31
H 0.73 -2.58 -1.53  0.31
H 3.14 -0.76 0.42  0.37

## Properties
* highest occupied orbital energy: -13.588 eV
* lowest unoccupied orbital energy: -3.2 eV
* total energy: -13498.5831 eV
* SMILES: CN/C=C\[C@H](O)/[NH+]=C(\C)O
* total charge: +1
* ΔE to the lowest compared entry with this formula, charge and spin: 89.1 kcal per mole

***

# 2
Formula: C3H11N5
Source: the Open Molecules 2025 dataset
Level of theory: the ωB97M-V functional and the def2-TZVPD basis

Last column: Mulliken charge in e.
Cartesian coordinates (Å):
N -0.02 0.62 2.75  -0.70
N -0.70 1.37 -1.11  -0.55
N -1.26 -0.24 -2.78  -0.50
N 0.12 -1.09 1.25  -0.49
N 2.12 -0.20 2.07  -0.48
C -1.53 0.75 -2.03  0.11
C 0.07 -0.83 -2.56  -0.76
C 0.73 -0.17 2.09  0.63
H 0.54 -1.96 1.01  0.20
H 0.14 -1.40 -1.63  0.17
H -2.55 1.11 -2.12  0.36
H -1.25 1.77 -0.36  0.32
H 0.78 0.00 -2.51  0.34
H 0.35 -1.45 -3.41  0.29
H 0.49 1.08 3.49  0.20
H 2.53 0.05 2.96  0.23
H 2.49 -1.07 1.71  0.21
H -0.88 -1.14 1.37  0.22
H 0.00 0.76 -0.69  0.19

## Properties
* highest occupied orbital energy: -9.041 eV
* lowest unoccupied orbital energy: 0.5 eV
* total energy: -10739.7524 eV
* SMILES: C/N=C\N.N=C(N)N
* ΔE to the lowest compared entry with this formula, charge and spin: 4.4 kcal per mole

***

# 3
Formula: C3H4NOP
Source: the Open Molecules 2025 dataset
Level of theory: the ωB97M-V functional and the def2-TZVPD basis

Last column: Mulliken charge in e.
Cartesian coordinates (Å):
P 0.86 -1.93 0.28  0.09
O -0.58 -1.44 -0.21  -0.27
N 0.71 0.85 0.76  -0.44
C -0.97 -0.15 -0.66  -0.34
C 1.59 -0.11 0.55  -0.28
C -0.50 0.92 0.33  0.09
H 2.71 0.06 0.72  0.32
H -1.30 1.69 0.71  0.29
H -0.54 0.25 -1.73  0.22
H -1.99 -0.14 -0.75  0.32

## Properties
* highest occupied orbital energy (alpha / beta): -7.780 / -7.738 eV
* lowest unoccupied orbital energy (alpha / beta): -0.5 / -0.5 eV
* total energy: -15999.1376 eV
* SMILES: C1=NC=POC1
* ΔE to the lowest compared entry with this formula, charge and spin: 43.3 kcal per mole

***

# 4
Formula: C4H6IN2
Source: the Open Molecules 2025 dataset
Level of theory: the ωB97M-V functional and the def2-TZVPD basis

Last column: Mulliken charge in e.
Cartesian coordinates (Å):
I -3.89 -0.16 0.01  0.40
N 0.62 -1.28 0.66  -0.55
N -0.89 0.43 -0.04  0.14
C -0.31 -0.88 -0.34  -0.27
C -1.23 2.54 0.20  -0.37
C -0.22 1.70 0.07  -0.15
C -2.13 0.81 0.06  -0.05
H 0.11 -0.77 -1.36  0.32
H 0.56 -2.26 0.88  0.24
H -1.15 -1.58 -0.39  0.25
H 0.85 1.83 0.05  0.37
H -1.57 3.54 0.32  0.42
H 1.58 -1.03 0.46  0.24

## Properties
* highest occupied orbital energy: -14.073 eV
* lowest unoccupied orbital energy: -5.3 eV
* total energy: -15314.9180 eV
* total charge: +1
* ΔE to the lowest compared entry with this formula, charge and spin: 98.7 kcal per mole